Entry 1:
Entry from OMol25: C32H48N7O10P2RbSe as an isolated structure (the ωB97M-V functional and the def2-TZVPD basis).

Properties
HOMO (hartree): -0.01489
Net charge: -2
Orbital gap (eV): 3.38
E_LUMO (Ha): 0.1095

Last column: Löwdin charge in e.
Element x y z (Å)
Rb: 0.66867 0.37296 -1.63107  1.023
N: 1.88255 -2.37582 -1.82298  -0.054
C: 1.36775 -2.46281 -3.18172  -0.252
C: 1.78644 -1.18684 -3.93222  -0.701
O: 3.01120 -0.94636 -3.98794  -0.091
N: 0.78636 -0.52573 -4.47004  -0.019
C: 1.09700 0.71573 -5.08001  -0.219
C: 0.62609 1.85865 -4.08596  -0.826
O: -0.55485 2.20540 -4.19569  -0.065
O: 1.49133 2.28672 -3.31860  -0.167
H: 2.08017 -3.29556 -1.43843  0.056
H: 2.76590 -1.86828 -1.86264  0.027
H: 1.78858 -3.31916 -3.74381  0.098
H: 0.27882 -2.55720 -3.16479  0.090
H: 2.17397 0.84385 -5.27042  0.093
H: 0.51538 0.83734 -5.99941  0.086
N: 1.50676 3.75695 2.81783  0.125
C: 1.34953 2.47856 2.27821  -0.556
O: 1.10653 2.36243 1.09512  0.016
C: 1.33699 1.35542 3.28126  -0.289
C: -0.07509 0.82171 3.33121  -0.202
H: 1.65619 4.48088 2.12892  0.082
H: 2.04657 3.85481 3.66188  0.068
H: 1.67354 1.69206 4.26934  0.078
H: 2.01303 0.58163 2.91546  0.061
H: -0.35890 0.42126 2.35593  -0.027
H: -0.80523 1.55658 3.69166  -0.021
Se: 9.56740 -2.06921 1.39212  1.007
N: 7.99439 -2.32436 2.23327  -0.251
C: 7.04296 -1.75779 1.48495  -0.336
C: 5.66371 -1.75473 1.84208  -0.100
C: 5.19366 -2.33189 3.03058  -0.017
C: 3.84739 -2.29789 3.30192  -0.039
C: 2.99647 -1.66735 2.37932  -0.120
N: 3.41129 -1.10766 1.27234  0.168
C: 4.71468 -1.13379 0.97622  -0.134
C: 5.15252 -0.49936 -0.23885  -0.145
N: 4.22551 0.10076 -0.99758  0.155
C: 4.58193 0.68843 -2.11156  -0.089
C: 5.91266 0.70973 -2.56485  -0.018
C: 6.88422 0.11579 -1.79488  -0.013
C: 6.52849 -0.50672 -0.58935  -0.103
C: 7.47725 -1.13452 0.27708  -0.335
N: 8.78698 -1.17045 0.03302  -0.244
H: 5.90854 -2.79516 3.70145  0.106
H: 3.44321 -2.74342 4.20188  0.100
H: 1.93177 -1.61742 2.56600  0.090
H: 3.78623 1.16201 -2.67009  0.102
H: 6.16089 1.18095 -3.50629  0.107
H: 7.92837 0.11862 -2.08118  0.105
C: -5.53355 2.70847 -1.66334  -0.051
C: -4.42149 1.83297 -2.24295  -0.427
C: -3.31323 2.68457 -2.82681  -0.046
O: -3.97383 0.94690 -1.21021  -0.187
P: -2.71905 1.26477 -0.27783  0.497
O: -1.40151 1.32304 -0.87536  -0.438
C: -2.92325 -0.02497 0.98072  -0.179
P: -2.40735 -1.59668 0.21580  0.500
O: -1.11868 -1.63385 -0.44144  -0.273
O: -2.69834 -2.67749 1.39822  -0.207
C: -1.83953 -3.01515 2.48485  -0.444
C: -0.39990 -3.15290 2.02616  -0.056
C: -1.98906 -2.03895 3.65182  -0.065
O: -3.55538 -2.03316 -0.79556  -0.161
C: -4.84124 -2.50444 -0.41721  -0.460
C: -5.85781 -1.88806 -1.37331  -0.034
C: -4.84607 -4.03159 -0.48812  -0.042
O: -3.20655 2.61851 0.46617  -0.196
C: -2.26045 3.35528 1.25391  -0.438
C: -3.08634 4.24469 2.18228  -0.044
C: -1.33387 4.17134 0.36731  -0.042
H: -5.92644 3.37610 -2.42671  0.075
H: -5.12311 3.29021 -0.84189  0.068
H: -6.34543 2.09305 -1.28110  0.069
H: -4.83187 1.17139 -3.01937  0.142
H: -2.90512 3.33467 -2.05811  0.072
H: -3.70226 3.29220 -3.64013  0.090
H: -2.49313 2.08427 -3.21575  0.062
H: -3.92515 -0.06941 1.39320  0.086
H: -2.20835 0.21857 1.76437  0.050
H: -2.23170 -3.99936 2.79624  0.133
H: -0.01205 -2.18309 1.72968  0.062
H: -0.36172 -3.80563 1.15765  0.086
H: 0.21367 -3.56956 2.82030  0.081
H: -1.39376 -1.13550 3.50029  0.013
H: -1.64639 -2.51817 4.56661  0.073
H: -3.03680 -1.77059 3.77476  0.073
H: -5.06109 -2.19602 0.61288  0.133
H: -5.65500 -2.22584 -2.38624  0.087
H: -5.76775 -0.80573 -1.35572  0.061
H: -6.87019 -2.17222 -1.09322  0.076
H: -4.56214 -4.34010 -1.49057  0.085
H: -5.82934 -4.43470 -0.24856  0.075
H: -4.11751 -4.42941 0.21285  0.069
H: -1.66196 2.65192 1.84635  0.112
H: -3.63271 4.98226 1.59544  0.074
H: -2.43248 4.76024 2.88125  0.077
H: -3.80064 3.64139 2.73884  0.073
H: -1.90536 4.87346 -0.24051  0.083
H: -0.76977 3.50112 -0.27710  0.069
H: -0.63375 4.72148 0.99044  0.071


Entry 2:
Entry from OMol25: C32H48N7O5PS3V as an isolated structure (the ωB97M-V functional and the def2-TZVPD basis).

Properties
HOMO (alpha / beta) (hartree): -0.33482 / -0.33494
Net charge: +1
Orbital gap (alpha / beta) (eV): 5.72 / 5.59
E_LUMO (alpha / beta) (Ha): -0.1246 / -0.1296
Spin multiplicity: 3

Last column: Mulliken spin population.
Element x y z (Å)
V: 0.39946 -0.52885 0.72498  2.078
C: 8.22521 -1.73438 2.38844  0.000
C: 6.85193 -1.69802 1.78267  0.000
C: 6.44532 -2.67544 0.87612  0.000
C: 5.19492 -2.62407 0.28442  -0.003
C: 4.34001 -1.58088 0.61496  0.001
C: 4.71688 -0.59335 1.51618  0.001
C: 5.97177 -0.66002 2.09285  0.000
S: 2.74894 -1.57505 -0.10895  0.006
O: 2.78405 -2.18604 -1.38755  -0.006
O: 2.25688 -0.15440 -0.04984  -0.002
N: 1.68032 -2.29231 0.85769  -0.023
C: 1.85691 -2.09678 2.23258  -0.003
C: 2.61712 -2.90010 3.07517  -0.011
C: 2.64012 -2.57949 4.41869  0.006
C: 1.91014 -1.48968 4.89057  -0.003
C: 1.17426 -0.74919 3.99255  0.012
N: 1.15601 -1.04939 2.68931  -0.029
H: 8.65565 -2.73289 2.33757  0.000
H: 8.20541 -1.41703 3.43053  0.000
H: 8.89243 -1.05685 1.85216  0.000
H: 7.12206 -3.48065 0.61973  0.000
H: 4.88539 -3.36841 -0.43718  0.000
H: 4.04473 0.22352 1.74343  0.001
H: 6.28169 0.11045 2.78796  0.000
H: 3.16123 -3.73990 2.66759  0.000
H: 3.22182 -3.17810 5.10739  0.000
H: 1.91579 -1.22457 5.93761  0.000
H: 0.59227 0.11015 4.30291  0.001
C: -4.08270 -2.65799 -1.45169  -0.001
N: -3.05566 -2.74103 -0.41303  0.004
C: -2.78570 -4.03558 0.19881  0.001
C: -2.15921 -1.76269 -0.24846  -0.004
N: -1.08882 -1.87257 0.49807  -0.034
N: -2.42960 -0.54351 -0.84911  0.012
C: -1.41123 0.13310 -1.52694  0.000
N: -1.80686 0.78363 -2.64032  0.006
N: -0.21500 0.17240 -1.04630  -0.041
H: -4.58849 -3.61594 -1.50992  0.000
H: -3.62357 -2.45044 -2.41990  0.001
H: -4.83933 -1.90836 -1.20669  0.000
H: -3.66791 -4.65994 0.10298  0.000
H: -2.57319 -3.91650 1.26189  0.000
H: -1.94618 -4.53635 -0.29151  0.000
H: -0.83743 -2.83174 0.69511  0.009
H: -3.32145 -0.48154 -1.31179  0.000
H: -2.48159 0.28532 -3.20822  0.000
H: -1.01646 1.09404 -3.21192  0.000
H: 0.46104 0.42630 -1.78101  0.019
C: 3.19029 -2.27775 -5.28133  0.000
C: 1.94777 -3.14152 -5.40061  0.000
C: 1.83810 -4.15210 -4.27584  0.000
O: 0.75147 -2.33961 -5.55088  0.000
P: -0.02172 -1.39894 -4.52365  0.002
S: 1.11833 0.10978 -3.94104  0.001
S: -0.95702 -2.49972 -3.13981  0.002
O: -1.09417 -0.72957 -5.51534  0.000
C: -2.19232 -1.33515 -6.23287  0.000
C: -1.97658 -2.78537 -6.62344  0.000
C: -3.47272 -1.13208 -5.44045  0.000
H: 4.06982 -2.90785 -5.43042  0.000
H: 3.25457 -1.81099 -4.29961  0.000
H: 3.19055 -1.49455 -6.03824  0.000
H: 1.98360 -3.67589 -6.35189  0.000
H: 1.85101 -3.66139 -3.30344  0.000
H: 2.69070 -4.83162 -4.33705  0.000
H: 0.91935 -4.73182 -4.35717  0.000
H: -2.24885 -0.73368 -7.14237  0.000
H: -1.90233 -3.42374 -5.74293  0.000
H: -1.07010 -2.90031 -7.21341  0.000
H: -2.82748 -3.11262 -7.22299  0.000
H: -3.41773 -1.69233 -4.50654  0.000
H: -4.32859 -1.49096 -6.01356  0.000
H: -3.63129 -0.07171 -5.22926  0.000
C: -5.16771 5.12418 3.96169  0.000
C: -4.28266 3.98222 3.56359  0.005
C: -4.38330 2.74313 4.19156  -0.001
C: -3.58028 1.68132 3.82328  0.007
C: -3.74753 0.36611 4.54431  0.000
C: -2.62905 1.87154 2.79072  0.004
C: -1.82118 0.74720 2.42163  0.001
O: -0.89694 0.78184 1.59579  -0.023
C: -2.51268 3.12597 2.13566  0.006
C: -1.54630 3.39278 1.01744  -0.003
C: -3.34865 4.14821 2.54339  -0.001
H: -5.78286 4.87559 4.82380  0.000
H: -5.82783 5.39610 3.13618  0.001
H: -4.57243 6.00591 4.20141  0.000
H: -5.10832 2.60909 4.98490  0.000
H: -4.52189 0.45668 5.30247  0.000
H: -2.83180 0.05401 5.04873  0.000
H: -4.04674 -0.43605 3.86750  0.000
H: -2.04728 -0.21751 2.88908  0.000
H: -1.67692 2.69020 0.19363  0.001
H: -0.51251 3.29103 1.34824  0.000
H: -1.69033 4.40268 0.63958  0.000
H: -3.27453 5.11038 2.05034  0.000


Which formula does entry 1 have? C32H48N7O10P2RbSe


Number 1 is which compound? C32H48N7O10P2RbSe


Number 2 is which compound? C32H48N7O5PS3V


What is the net charge in the second record? +1